1.
115
Properties=species:S:1:pos:R:3:lowdin_charge:R:1 method="wB97M-V/def2-TZVPD" e_homo_ha=-0.21860 total_charge=-1 gap_ev=6.67 e_tot_ev=-141031.1270 de_lowest_kj_mol=0.0
Ba -11.0058 -6.4813 -19.7664 1.945
N -11.8298 -10.6502 -22.5206 -0.003
C -13.0605 -10.1848 -21.8590 -0.260
C -13.8700 -11.4230 -21.3626 -0.146
C -13.2949 -12.8295 -21.1156 -0.189
C -13.0015 -13.1278 -19.6453 -0.145
N -12.4791 -11.9455 -18.8547 0.093
C -11.2595 -11.3883 -19.0379 -0.410
N -10.5143 -11.7450 -20.1526 0.180
N -10.6673 -10.5708 -18.1540 0.177
C -12.5234 -9.0342 -20.8523 -0.634
O -11.2562 -8.8339 -20.6965 -0.315
O -13.3851 -8.2754 -20.3466 -0.107
H -12.0035 -11.1202 -23.4229 0.101
H -11.2350 -9.8396 -22.7468 0.100
H -13.6329 -9.6373 -22.5702 0.116
H -14.7052 -11.5090 -22.1107 0.116
H -14.3735 -11.0197 -20.4717 0.104
H -12.3552 -12.8794 -21.7166 0.100
H -13.9305 -13.6172 -21.5127 0.102
H -12.2468 -13.9028 -19.5178 0.111
H -13.8828 -13.4653 -19.0619 0.122
H -13.0591 -11.5320 -18.1357 0.095
H -11.0838 -11.5200 -21.0049 0.058
H -9.7188 -11.0973 -20.2187 0.094
H -11.2638 -10.0802 -17.5220 -0.025
H -9.8285 -10.0004 -18.5067 0.034
C -16.2422 -9.5228 -15.5869 -0.050
C -15.4117 -10.0096 -16.6236 -0.169
N -14.5845 -11.0143 -16.5092 0.059
C -14.5258 -11.5969 -15.3116 -0.085
C -15.2844 -11.2070 -14.1867 -0.220
C -16.1499 -10.1010 -14.3460 -0.024
C -15.0739 -11.7753 -12.8777 -0.065
C -13.9973 -12.4205 -12.3868 -0.035
C -12.6404 -12.1731 -12.8744 -0.277
C -12.1977 -10.9134 -13.3304 -0.010
C -10.9276 -10.8902 -13.9035 -0.114
N -10.0551 -11.9203 -13.7888 0.081
C -10.5209 -13.0259 -13.1698 -0.225
N -11.7527 -13.2273 -12.7663 0.105
H -16.8586 -8.6654 -15.7930 0.102
H -15.5113 -9.5444 -17.6249 0.123
H -13.8041 -12.4583 -15.2611 0.142
H -16.6792 -9.6482 -13.5101 0.117
H -15.9589 -11.5727 -12.2049 0.129
H -14.0196 -13.1334 -11.5689 0.110
H -12.8086 -10.0031 -13.4090 0.118
H -10.4707 -10.0022 -14.3374 0.098
H -9.9129 -13.9315 -13.0225 0.110
N -11.4192 -5.8648 -15.6509 0.111
C -11.0947 -7.0471 -16.1373 -0.980
N -9.8473 -7.3516 -16.4295 0.114
S -12.3510 -8.1741 -16.4908 0.594
H -10.7336 -5.1163 -15.5601 0.105
H -12.3730 -5.7046 -15.4173 0.066
H -9.0388 -6.8269 -16.0323 0.152
H -9.6697 -8.1684 -17.0351 0.072
F -6.2991 -6.6599 -23.8139 0.103
C -7.5969 -6.6334 -23.5124 -0.538
F -8.1807 -5.8863 -24.4270 0.146
F -7.9547 -7.9254 -23.8894 0.072
C -7.8867 -6.2077 -21.9749 -0.582
O -7.0163 -5.8844 -21.1772 0.029
O -9.1362 -6.3467 -22.0084 -0.136
F -14.2514 -1.9206 -16.1795 0.194
C -14.1082 -3.1641 -16.4969 -0.645
F -13.2278 -3.6843 -15.6224 0.091
F -15.2414 -3.8433 -16.4521 0.159
S -13.1742 -3.3277 -18.2694 0.681
O -12.9021 -4.6631 -18.7525 -0.460
O -13.8276 -2.2842 -19.0451 -0.304
N -11.7660 -2.5886 -17.8552 -0.331
S -10.2975 -3.0397 -18.1138 0.593
O -10.2968 -3.8306 -19.3802 -0.527
O -9.5834 -3.6500 -17.0602 -0.286
C -9.4578 -1.3196 -18.5992 -0.659
F -8.1832 -1.4748 -18.7638 0.189
F -9.6818 -0.7057 -17.4207 0.088
F -10.0058 -0.5828 -19.5350 0.184
O -8.5862 -9.0922 -18.9800 -0.383
Si -7.0590 -9.5734 -19.0250 0.438
C -6.4901 -9.9690 -20.7699 -0.224
C -6.6379 -11.2950 -21.1315 -0.132
C -6.2720 -11.7641 -22.3765 -0.090
C -5.7940 -10.8451 -23.3052 -0.096
C -5.6425 -9.5020 -22.9756 -0.080
C -6.0574 -9.0632 -21.7023 -0.069
C -6.5613 -11.0592 -17.9835 -0.243
C -5.1807 -11.4624 -18.1308 -0.082
C -4.5729 -12.1924 -17.1181 -0.106
C -5.3197 -12.6809 -16.0702 -0.120
C -6.6275 -12.3078 -15.9291 -0.105
C -7.2157 -11.5543 -16.9123 -0.123
C -6.1172 -8.2184 -18.0981 -0.210
C -5.3786 -8.4091 -16.9115 -0.064
C -4.7332 -7.3211 -16.3052 -0.095
C -4.9831 -6.0326 -16.7935 -0.118
C -5.7315 -5.8741 -17.9323 -0.077
C -6.3614 -6.9745 -18.5356 -0.114
H -7.0171 -12.0172 -20.4338 0.091
H -6.3942 -12.8220 -22.5221 0.091
H -5.5395 -11.1410 -24.2989 0.084
H -5.2763 -8.7734 -23.6971 0.096
H -6.0242 -7.9683 -21.5074 0.104
H -4.6343 -11.0989 -18.9995 0.107
H -3.5114 -12.4300 -17.2390 0.100
H -4.9778 -13.4232 -15.3665 0.093
H -7.2154 -12.6250 -15.0715 0.093
H -8.2862 -11.3619 -16.7764 0.095
H -5.2240 -9.3996 -16.5265 0.080
H -4.0980 -7.4553 -15.4739 0.074
H -4.6079 -5.1931 -16.1641 0.104
H -5.9388 -4.9007 -18.3085 0.093
H -6.9943 -6.7608 -19.3756 0.062

2.
17
Properties=species:S:1:pos:R:3:nbo_charge:R:1 method="wB97M-V/def2-TZVPD" e_homo_ha=-0.48530 total_charge=+1 smiles="C=C(N)CC[NH3+]" gap_ev=9.87 e_tot_ev=-7299.5565 de_lowest_kj_mol=134.3
C -1.2576 0.9211 0.5069 -0.223
C -0.3662 -0.1619 1.1509 -0.465
C 0.4804 -0.7843 0.0575 0.141
C 0.1163 -1.8713 -0.6151 -0.435
N 1.6910 -0.0488 -0.1764 -0.862
N -0.6248 1.4748 -0.7420 -0.708
H -1.4071 1.7328 1.2119 0.232
H -2.2685 0.5579 0.3298 0.238
H 0.2793 0.3610 1.8545 0.225
H -0.9252 -0.9693 1.6092 0.264
H -0.7431 -2.4821 -0.3771 0.228
H 0.5593 -2.0661 -1.5553 0.209
H 0.4023 1.2731 -0.6836 0.477
H 2.2592 -0.0792 0.6641 0.400
H 2.1775 -0.5658 -0.9037 0.393
H -0.8540 2.4575 -0.8869 0.443
H -1.0380 1.0795 -1.5899 0.443

3.
48
Properties=species:S:1:pos:R:3:nbo_charge:R:1 method="wB97M-V/def2-TZVPD" e_homo_ha=-0.07709 total_charge=-2 gap_ev=6.81 e_tot_ev=-54196.8589 de_lowest_kj_mol=29.0
Tl 0.8765 0.4364 1.8422 0.788
C -0.1874 -3.0837 -1.2318 -0.707
C 0.7514 -2.6998 -0.1296 0.287
N 0.4707 -2.6933 1.1130 -0.235
N -0.8711 -2.9053 1.4015 -0.494
C -1.2344 -3.3093 2.6421 0.319
N -2.4602 -2.8788 3.0275 -0.811
S -0.3233 -4.3675 3.5709 -0.372
C 2.1047 -2.1927 -0.5255 0.198
C 2.7703 -2.7175 -1.6299 -0.242
C 3.9286 -2.1055 -2.0773 -0.182
C 4.3865 -0.9768 -1.4239 -0.272
C 3.6870 -0.5367 -0.3077 0.050
N 2.5882 -1.1357 0.1354 -0.414
H -1.0551 -3.6050 -0.8321 0.224
H 0.3140 -3.7306 -1.9540 0.196
H -0.5110 -2.1791 -1.7552 0.305
H -1.5316 -2.3133 0.8830 0.445
H -2.7410 -1.9546 2.7038 0.431
H -2.7059 -3.1396 3.9659 0.389
H 2.3833 -3.5931 -2.1325 0.205
H 4.4474 -2.4913 -2.9474 0.195
H 5.2586 -0.4399 -1.7736 0.205
H 3.9845 0.3570 0.2323 0.240
O -2.7682 -0.9368 0.0439 -0.780
C -2.3859 0.0877 0.6442 0.814
O -1.9709 0.1467 1.8354 -0.824
C -2.4589 1.4359 -0.1211 -0.348
C -2.1293 2.6249 0.7817 0.091
C -2.4628 3.9470 0.0532 -0.434
C -1.2416 4.0929 -0.8916 -0.424
C -0.5225 2.7635 -0.6276 0.080
O -0.6991 2.6323 0.7857 -0.529
C -1.3628 1.6104 -1.2299 -0.334
C -0.5328 0.3495 -1.4734 0.807
O -0.5021 -0.1310 -2.6175 -0.747
O 0.0439 -0.1259 -0.4499 -0.871
H -3.4598 1.5098 -0.5519 0.208
H -2.5047 2.5404 1.7964 0.217
H -3.4101 3.8758 -0.4845 0.192
H -2.5210 4.7766 0.7595 0.197
H -1.5103 4.2222 -1.9410 0.194
H -0.6007 4.9191 -0.5827 0.206
H 0.5379 2.7415 -0.8694 0.227
H -1.7868 1.9090 -2.1891 0.205
O 3.9112 3.9743 1.5496 -0.550
N 3.0932 3.1176 1.8983 0.286
O 2.9135 2.1724 1.0847 -0.630

no.,E_LUMO (eV),molar mass (g mol⁻¹)
1,0.717,1239.4
2,-3.335,87.1
3,4.716,628.8